No. 1
A structure of composition C41H51LiN4O8P4, computed with ωB97M-V/def2-TZVPD.

Values from the calculation:
Gap between HOMO and LUMO: 4.28 eV
Energy above the lowest of the compared OMol25 structures with the same formula, charge and spin: 0.000 eV
HOMO: -0.61 eV
Largest force on an atom: 0.016 Eh/bohr
Total energy: -103054.42962 eV

```
! RIJCOSX wB97M-V def2-TZVPD def2/J DEFGRID3
* xyz -2 1
Li -0.07281 -0.53340 -0.26449
C -0.54421 1.59452 3.33550
P 0.05683 0.16614 2.33391
C 1.85572 0.26817 2.77707
N 2.15127 0.43955 4.00585
C 3.49918 0.50371 4.37382
C 3.82103 0.58617 5.72625
C 5.12397 0.76062 6.15746
C 6.12252 0.89338 5.16797
C 5.83202 0.82400 3.82930
C 4.49743 0.57474 3.35169
N 4.24589 0.50193 2.05644
C 2.92472 0.04003 1.67667
P 2.40859 0.80218 0.02855
C 3.67352 0.05658 -1.07059
C 2.97912 2.59395 0.04816
C 2.37426 3.22174 -1.20583
C 4.49061 2.82543 0.03834
C 2.36202 3.25884 1.27936
C -0.67317 -1.28445 3.27439
C -0.35964 -2.56394 2.48815
C -0.19024 -1.44696 4.71118
C -2.19502 -1.08149 3.25023
H -0.23816 1.48644 4.37746
H -1.63024 1.68485 3.26909
H -0.08983 2.50804 2.94786
H 3.00072 0.51301 6.43499
H 5.36936 0.79757 7.21126
H 7.15386 1.04815 5.47329
H 6.61274 0.91402 3.08108
H 4.65468 0.08989 -0.59436
H 3.69204 0.58847 -2.02490
H 3.40660 -0.98137 -1.26351
H 2.75431 2.75410 -2.11857
H 2.63705 4.28965 -1.24924
H 1.28788 3.12211 -1.21172
H 4.91913 2.56189 -0.93319
H 4.97773 2.22907 0.80951
H 4.69295 3.89134 0.21405
H 1.27570 3.11755 1.30161
H 2.56626 4.33982 1.26090
H 2.77894 2.84995 2.20218
H 0.70962 -2.69759 2.33047
H -0.86275 -2.56341 1.51584
H -0.73787 -3.42759 3.04600
H 0.86086 -1.73258 4.74992
H -0.78298 -2.23804 5.18745
H -0.30239 -0.53391 5.30050
H -2.56463 -0.89191 2.23839
H -2.50683 -0.26236 3.90436
H -2.68084 -1.99644 3.60494
C -0.83236 -3.70130 -1.73137
C -1.64733 -2.56668 -2.35442
O -2.45179 -3.04137 -3.44139
P -0.52125 -1.23179 -2.92146
O -1.33714 0.00852 -3.43983
O 0.00010 -1.88940 -4.29821
O 0.60201 -0.91944 -1.99407
P -2.73738 -1.80949 -1.05295
O -3.86508 -1.05215 -1.93249
O -3.32742 -2.84197 -0.18014
O -1.85856 -0.69707 -0.50453
H -0.14305 -4.13320 -2.45943
H -1.52884 -4.46074 -1.37884
H -0.24129 -3.36751 -0.87726
H -1.88389 -3.13517 -4.21490
H -1.53272 0.72400 -2.76728
H 0.81151 -1.46502 -4.60150
H -4.46191 -1.70452 -2.31579
N 0.40053 6.48868 -1.90974
C -0.39243 5.63526 -2.62492
O -0.63767 5.78955 -3.80342
C -0.97092 4.48710 -1.83161
C -1.15918 4.53681 -0.46582
C -1.63459 3.41489 0.18661
C -1.87263 2.26330 -0.54835
N -1.68840 2.21195 -1.87378
C -1.26013 3.31113 -2.49939
H 0.93442 7.12491 -2.48155
H 0.88976 6.11181 -1.11278
H -0.94895 5.44324 0.09037
H -1.79222 3.40872 1.25616
H -2.20057 1.33706 -0.09322
H -1.11274 3.24764 -3.57106
C 2.76023 -1.39172 1.32877
C 2.93144 -2.59858 1.19837
C 3.13012 -3.96377 0.99557
C 3.47472 -4.39263 -0.35792
C 3.11849 -3.59711 -1.46867
C 3.46639 -3.93846 -2.76410
C 4.18687 -5.10048 -3.03180
C 4.56241 -5.89550 -1.95413
C 4.22293 -5.55136 -0.65325
C 2.95772 -4.85678 2.12861
C 2.89631 -4.34415 3.44674
C 2.70162 -5.16192 4.54411
C 2.55326 -6.54219 4.40505
C 2.59214 -7.06765 3.11913
C 2.78488 -6.25366 2.01113
H 2.56297 -2.68454 -1.28524
H 3.16056 -3.28926 -3.57957
H 4.45629 -5.37072 -4.04578
H 5.14777 -6.79366 -2.12513
H 4.56942 -6.17192 0.16295
H 3.01874 -3.27648 3.59324
H 2.67275 -4.70885 5.52980
H 2.40786 -7.18060 5.26807
H 2.45693 -8.13433 2.96756
H 2.76173 -6.70202 1.02725
*
```

---

No. 2
A structure of composition C4H11NO3 in a non-equilibrium geometry, computed with ωB97M-V/def2-TZVPD.

Values from the calculation:
Gap between HOMO and LUMO: 6.28 eV
Energy above the lowest of the compared OMol25 structures with the same formula, charge and spin: 0.395 eV
HOMO: 0.52 eV
Largest force on an atom: 0.025 Eh/bohr
Total energy: -11956.20525 eV

```
! RIJCOSX wB97M-V def2-TZVPD def2/J DEFGRID3
* xyz -2 1
C -0.18642 -0.21298 -0.92454
O 0.56825 -1.21416 -1.56605
C 0.58917 0.50252 0.21946
C -0.38432 1.24011 1.16028
C -1.20755 0.39461 2.18780
O -2.10816 1.13825 2.86972
N 1.38071 -0.48132 0.95003
H -1.06733 -0.66820 -0.49001
H -0.47680 0.56536 -1.65266
H 1.28935 1.21114 -0.23580
H -1.09862 1.74881 0.50031
H 0.11014 1.96082 1.81328
H -1.62662 -0.46772 1.61074
H -0.43416 -0.05199 2.83994
H 0.75290 -1.14693 1.39052
H 1.83973 -1.04838 0.24033
H 1.30662 -1.38273 -4.07586
H 0.32107 -1.08629 -2.84362
O 0.43205 -1.00091 -3.99387
*
```

---

No. 3
A structure of composition C44H36CdF5N7O6P2S3Se2 in a non-equilibrium geometry, computed with ωB97M-V/def2-TZVPD.

Values from the calculation:
Gap between HOMO and LUMO: 7.06 eV
Energy above the lowest of the compared OMol25 structures with the same formula, charge and spin: 0.895 eV
HOMO: -3.27 eV
Largest force on an atom: 0.022 Eh/bohr
Total energy: -268860.14972 eV

```
! RIJCOSX wB97M-V def2-TZVPD def2/J DEFGRID3
* xyz -2 1
Cd 0.66122 -0.19472 0.48393
Se -1.22995 -1.47762 7.64266
P -1.61570 -0.02306 6.15464
C -0.60886 1.48746 6.33249
C -0.78883 2.53687 5.43475
C 0.01815 3.65892 5.50123
C 1.00722 3.74057 6.47314
C 1.18564 2.69867 7.36965
C 0.38190 1.56851 7.29886
C -3.31964 0.60852 6.32085
C -3.92585 0.56237 7.57608
C -5.18037 1.11632 7.76731
C -5.84985 1.72262 6.71104
C -5.25203 1.77430 5.46247
C -3.99462 1.21718 5.27600
C -1.17491 -0.54294 4.47700
C -1.45778 -0.42355 3.10525
N -0.38898 -0.94744 2.46681
N 0.52343 -1.29957 3.35632
N 0.07416 -1.07037 4.56102
P -2.88776 -0.22727 2.01670
Se -2.56608 -0.94617 0.06005
C -4.12702 -1.24404 2.89925
C -3.69750 -2.54711 3.16463
C -4.53958 -3.45059 3.78621
C -5.82420 -3.07125 4.15437
C -6.25544 -1.78032 3.90168
C -5.41048 -0.87045 3.27706
C -3.32465 1.53350 1.93628
C -2.27054 2.43882 2.05046
C -2.50189 3.79991 1.89838
C -3.77755 4.26301 1.62090
C -4.82184 3.36176 1.45719
C -4.59472 2.00335 1.60095
H -1.53516 2.47068 4.65247
H -0.10326 4.45118 4.77342
H 1.65550 4.60736 6.51320
H 1.97226 2.75092 8.11266
H 0.52582 0.73300 7.97320
H -3.40481 0.07111 8.38790
H -5.64128 1.06973 8.74693
H -6.83209 2.15448 6.86328
H -5.75099 2.25381 4.62925
H -3.53085 1.28762 4.30696
H -2.69714 -2.85112 2.87823
H -4.18613 -4.45323 3.99086
H -6.48017 -3.77787 4.64840
H -7.24751 -1.46630 4.20265
H -5.76148 0.13887 3.13122
H -1.25846 2.10016 2.25194
H -1.65998 4.47591 1.96013
H -3.95388 5.32482 1.49758
H -5.81318 3.71498 1.19868
H -5.40351 1.31554 1.40147
O -0.08438 3.84748 0.38844
S 0.13584 2.97001 -0.73463
O -0.36783 3.45904 -2.00194
O -0.31082 1.57060 -0.50684
C 1.92018 2.84010 -0.96350
C 2.38117 3.24814 -2.21721
C 3.71515 3.14198 -2.56533
C 4.62111 2.61643 -1.65577
C 4.17609 2.22017 -0.40979
C 2.83364 2.33138 -0.04380
S 2.55230 1.64616 1.60944
O 3.55296 2.26114 2.44033
O 2.79000 0.20665 1.33388
O 1.16558 1.83349 1.99848
H 1.65552 3.64164 -2.91470
H 4.04208 3.45757 -3.54895
H 5.66634 2.50321 -1.91606
H 4.86964 1.80348 0.30849
F 6.59852 -3.57115 -0.33820
C 5.27796 -3.33857 -0.37228
C 4.78627 -2.14649 -0.86745
F 5.63550 -1.21723 -1.32310
C 3.42263 -1.92977 -0.90690
F 3.01665 -0.77603 -1.44453
C 2.48745 -2.85388 -0.44195
S 0.75985 -2.56181 -0.47464
C 3.02630 -4.04579 0.04056
F 2.22434 -5.01578 0.49478
C 4.38586 -4.29376 0.07692
F 4.85023 -5.45984 0.55033
C -1.19300 -1.69591 -3.38447
N -1.32933 -1.81176 -4.85043
C -1.95759 -0.57972 -5.33739
N -1.20298 0.62443 -4.98924
C -1.07137 0.66914 -3.51735
N -0.41375 -0.52699 -3.00198
C 0.90957 -0.63586 -3.59985
N 0.84098 -0.71040 -5.07273
C 0.02148 -1.87481 -5.41694
C 0.14322 0.48796 -5.54850
H -0.70410 -2.59020 -2.99344
H -2.18966 -1.62038 -2.94229
H -2.95832 -0.50263 -4.90515
H -2.05009 -0.64022 -6.42703
H -2.06518 0.74753 -3.07160
H -0.51056 1.55640 -3.22733
H 1.39571 -1.53263 -3.21296
H 1.50610 0.23450 -3.31529
H 0.51714 -2.77383 -5.04292
H -0.05686 -1.94349 -6.50702
H 0.07245 0.44551 -6.64056
H 0.72769 1.36755 -5.26816
*
```

---

No. 4
An isolated molecule of C5H7NO, computed with ωB97M-V/def2-TZVPD.

Values from the calculation:
Gap between HOMO and LUMO: 9.60 eV
Energy above the lowest of the compared OMol25 structures with the same formula, charge and spin: 1.640 eV
HOMO: -8.64 eV
Largest force on an atom: 0.012 Eh/bohr
Total energy: -8834.56326 eV

```
! RIJCOSX wB97M-V def2-TZVPD def2/J DEFGRID3
* xyz 0 1
C 0.30713 1.04686 0.90218
C -0.97528 1.14190 0.53666
N -1.78119 0.09455 0.06296
C -1.41446 -0.91164 -0.62332
O -0.23508 -1.27780 -1.15640
C 0.90754 -0.46862 -0.88030
C 1.01781 -0.24708 0.68271
H 0.88986 1.93321 1.13393
H -1.51433 2.07641 0.65785
H -2.15182 -1.67056 -0.88586
H 1.71828 -0.94929 -1.43865
H 0.74649 0.51203 -1.34076
H 0.46812 -1.04458 1.21096
H 2.01693 -0.23537 1.13804
*
```

---

No. 5
An isolated molecule of C5H8N2O in a non-equilibrium geometry, computed with ωB97M-V/def2-TZVPD.

Values from the calculation:
Gap between HOMO and LUMO: 9.30 eV
Energy above the lowest of the compared OMol25 structures with the same formula, charge and spin: 4.415 eV
HOMO: -8.38 eV
Largest force on an atom: 0.104 Eh/bohr
Total energy: -10338.31113 eV

```
! RIJCOSX wB97M-V def2-TZVPD def2/J DEFGRID3
* xyz 0 1
C -1.72241 -0.53110 -0.34879
C -0.82540 -1.43038 -0.16238
O 0.23949 -1.17616 0.73417
C 1.41667 -0.98155 -0.00501
N 1.81568 0.12805 -0.46044
N 1.04702 1.28149 -0.33577
C -0.29118 1.42130 0.50967
C -1.56114 0.87501 -0.03758
H -2.60498 -0.83806 -0.95048
H -0.88892 -2.42191 -0.43134
H 1.98573 -1.92916 0.03742
H 1.89034 2.04408 -0.15212
H 0.19087 1.20275 1.48013
H -0.44105 2.60525 0.37573
H -2.42608 1.36462 0.56863
H -1.75995 1.39521 -0.96330
*
```

---

No. 6
A structure of composition C25H44Cl3N4O3SeSiV in a non-equilibrium geometry, computed with ωB97M-V/def2-TZVPD.

Values from the calculation:
Gap between HOMO and LUMO (alpha / beta): 7.80 / 8.11 eV
Energy above the lowest of the compared OMol25 structures with the same formula, charge and spin: 0.530 eV
HOMO (alpha / beta): -7.86 / -7.86 eV
Largest force on an atom: 0.036 Eh/bohr
Total energy: -175222.13472 eV

```
! RIJCOSX wB97M-V def2-TZVPD def2/J DEFGRID3
* xyz 0 3
C -1.78678 -2.86415 -5.50436
C -1.00198 -3.19274 -4.23428
H -1.87231 -3.71784 -6.21513
H -1.19521 -2.11813 -6.06019
H -2.82561 -2.50739 -5.30518
C -0.47295 -4.41634 -3.99958
C -0.74398 -5.66113 -4.78699
H 0.22806 -4.60965 -3.17476
H -0.31015 -5.66264 -5.80908
H -1.84483 -5.74002 -4.87882
H -0.39350 -6.57924 -4.26495
V -1.06105 2.33112 0.54956
Cl -3.14655 2.84417 0.84715
Cl 0.64982 3.58171 0.05621
H 1.01371 4.88937 4.25905
H -1.67558 7.46190 3.36776
C 0.86071 5.53314 3.39396
C -1.14789 6.85945 2.61602
N -0.56169 5.61902 3.09769
H 1.37981 5.12630 2.52766
C -1.33527 4.51021 3.23336
O -0.84489 3.36955 3.27284
H -1.85740 6.70042 1.79658
H -2.42563 4.68548 3.34112
H 1.23330 6.52540 3.62268
H -0.35183 7.49260 2.21452
H 2.45070 -0.80513 -4.02906
H 2.87491 -3.35533 -3.30377
C 3.45912 -0.79472 -3.58370
C 3.60312 -2.99904 -2.56697
N 3.48498 -1.57544 -2.36183
H 3.79314 0.23236 -3.41157
C 3.44956 -1.08818 -1.08281
O 3.16356 0.05254 -0.73374
H 3.47536 -3.50377 -1.60957
H 3.72314 -1.94016 -0.40552
H 4.12153 -1.29801 -4.30859
H 4.59759 -3.24064 -2.96742
O -0.09890 -0.86877 -3.63412
C -0.94560 -1.96052 -3.26301
C 0.31672 -3.18828 -1.44859
C -0.76197 -2.38290 -1.81581
H 1.05708 -3.45258 -2.21869
C 0.27152 -3.91081 -0.24321
H -2.03585 -1.67566 -3.34360
C -1.75146 -2.03426 -0.88403
H 1.10090 -4.62055 -0.01122
C -0.81689 -3.66239 0.62320
C -1.82987 -2.73275 0.31252
H -2.49672 -1.28605 -1.13498
H -0.84699 -4.23252 1.53574
H -2.67687 -2.57182 0.99267
Si -0.44533 1.01030 -3.69057
Cl -1.24162 0.92197 -1.12188
C 1.32200 1.62566 -3.59359
C -1.13865 2.92287 -3.52070
C -1.44774 0.36872 -5.11912
H 1.83841 0.83530 -3.04107
H 1.49094 2.54630 -3.00650
H 1.77269 1.76980 -4.59142
H -0.90677 -0.45533 -5.58831
H -1.71068 1.09788 -5.88109
H -2.37148 -0.08123 -4.73378
H -2.21612 3.00655 -3.23788
H -0.98799 3.49186 -4.45774
H -0.52377 3.49019 -2.76952
C 1.68710 1.09242 4.06429
N 0.29308 0.91912 4.42666
C -0.26887 0.84462 5.72010
C -1.55206 0.41448 5.56653
N -1.77095 0.25994 4.19096
C -2.94417 -0.32611 3.55477
C -0.62497 0.51506 3.51008
Se -0.29031 0.34617 1.67237
H 1.84058 2.10597 3.66485
H 1.97789 0.40668 3.24347
H 2.40697 0.95262 4.89187
H 0.23830 1.08118 6.65217
H -2.34031 0.15693 6.27583
H -3.61143 -0.72637 4.34946
H -3.51763 0.48520 3.03297
H -2.67565 -1.15275 2.83761
*
```